119
Properties=species:S:1:pos:R:3:forces:R:3 method="wB97M-V/def2-TZVPD" lumo_ha="0.1383 / 0.1382" s2=0.7641 largest_force_ev_per_a=2.13 de_lowest_ev=1.6775 homo_energy_ev="0.6 / -0.9" spin_multiplicity=2 charge=-2 gap_ev="3.2 / 4.6"
Hg -0.737 0.597 1.113 0.1 -0.2 0.4
O 0.326 1.280 3.248 -0.5 0.1 -0.6
C 1.307 0.842 3.903 0.2 -0.1 0.1
C 1.181 0.704 5.322 -0.1 0.0 0.2
C 2.206 0.282 6.118 0.0 0.0 0.1
C 3.446 -0.036 5.564 0.5 -0.2 0.2
C 3.608 0.058 4.199 0.0 0.0 -0.1
C 2.586 0.474 3.342 -0.3 -0.1 0.6
C 2.818 0.552 1.920 0.1 0.1 -0.3
N 1.923 0.694 0.958 -0.7 -0.1 0.4
C 2.597 0.771 -0.216 0.4 -0.1 -0.3
C 3.934 0.660 0.006 0.0 0.1 -0.4
N 4.071 0.512 1.364 -0.1 0.0 0.2
H 0.211 0.937 5.744 0.0 0.0 -0.1
H 2.053 0.175 7.187 0.0 0.0 0.0
H 4.262 -0.376 6.194 0.0 0.0 -0.1
H 4.567 -0.232 3.781 0.0 0.0 0.0
H 2.077 0.910 -1.144 0.0 0.0 -0.1
H 4.774 0.684 -0.663 0.1 0.0 0.0
H 4.943 0.463 1.864 -0.2 0.0 0.0
F -3.560 8.140 0.004 0.0 -0.1 0.2
C -2.686 7.091 -0.036 0.0 0.0 -0.6
C -1.327 7.272 0.309 0.1 -0.1 0.3
F -0.891 8.532 0.586 0.0 -0.2 -0.1
C -0.471 6.208 0.364 -0.3 0.4 0.1
F 0.822 6.464 0.684 0.1 0.2 -0.1
C -0.882 4.876 0.082 0.3 -0.8 0.0
P 0.166 3.418 0.146 -0.3 0.7 0.6
C 1.192 3.648 -1.357 0.0 0.0 -0.4
C 2.093 4.700 -1.565 -0.2 -0.4 0.2
C 2.706 4.856 -2.789 0.2 0.1 -0.3
C 2.422 3.995 -3.843 -0.1 0.0 0.0
C 1.501 2.969 -3.656 0.3 0.1 -0.4
C 0.891 2.802 -2.433 0.1 0.1 0.6
C 1.296 3.875 1.503 0.1 -0.2 0.0
C 0.717 4.241 2.715 -0.1 -0.1 -0.1
C 1.499 4.466 3.829 0.0 0.1 0.1
C 2.876 4.337 3.747 0.1 0.1 0.1
C 3.458 3.986 2.542 0.3 0.0 0.1
C 2.676 3.742 1.429 -0.1 0.0 -0.1
C -2.227 4.758 -0.408 -0.4 0.1 0.0
Br -2.795 3.091 -1.099 -0.3 -0.1 -0.2
C -3.095 5.815 -0.441 0.1 0.0 0.1
F -4.369 5.657 -0.875 0.2 0.1 0.0
H 2.329 5.374 -0.754 0.0 0.1 0.0
H 3.422 5.658 -2.927 0.0 0.0 0.0
H 2.900 4.134 -4.804 0.0 0.0 0.0
H 1.264 2.300 -4.472 0.0 0.0 -0.1
H 0.181 1.999 -2.274 -0.1 0.0 0.0
H -0.360 4.332 2.773 0.0 0.0 0.0
H 1.038 4.726 4.771 -0.1 0.0 0.1
H 3.492 4.502 4.621 0.0 0.0 0.0
H 4.535 3.889 2.472 0.1 0.0 0.0
H 3.134 3.434 0.497 0.1 0.0 0.0
O 0.384 -1.510 -0.575 0.3 1.2 0.9
P 0.060 -2.662 -1.420 -0.3 -1.8 -1.2
C 1.660 -3.182 -2.254 -0.4 0.0 0.6
C 1.606 -4.241 -3.347 -0.2 0.0 0.0
C 1.304 -3.655 -4.723 0.3 -0.2 -0.1
C 2.297 -2.550 -5.060 -0.3 0.2 -0.1
C 2.195 -1.428 -4.034 0.3 -0.1 0.0
C 2.499 -1.965 -2.642 -0.1 0.3 0.1
C -1.252 -2.231 -2.678 0.7 0.0 0.2
C -2.082 -3.360 -3.312 0.0 -0.2 0.0
C -3.537 -3.359 -2.851 0.0 0.0 -0.1
C -4.238 -2.022 -3.124 0.0 0.0 -0.1
C -3.270 -0.833 -3.068 0.0 -0.1 0.1
C -2.125 -1.114 -2.107 -0.1 0.2 -0.1
C -0.541 -4.160 -0.471 0.2 0.3 -0.6
C 0.530 -4.781 0.428 0.3 0.1 0.0
C 0.657 -3.954 1.700 0.1 -0.2 0.2
C -0.594 -4.139 2.566 0.0 0.0 0.0
C -1.832 -4.405 1.705 0.0 0.0 0.0
C -1.729 -3.677 0.371 -0.2 0.0 0.1
H 2.168 -3.619 -1.382 -0.1 0.1 -0.2
H 0.860 -4.993 -3.086 0.0 -0.2 0.0
H 2.578 -4.747 -3.391 0.0 0.0 0.0
H 0.293 -3.251 -4.737 -0.1 0.0 -0.1
H 1.356 -4.446 -5.477 -0.1 0.0 0.0
H 2.109 -2.170 -6.067 0.0 0.0 0.0
H 3.313 -2.958 -5.048 0.1 0.0 0.0
H 1.194 -0.995 -4.047 -0.1 0.1 -0.1
H 2.908 -0.636 -4.275 -0.1 0.1 0.0
H 2.338 -1.185 -1.895 0.2 -0.1 0.0
H 3.555 -2.255 -2.612 0.1 0.0 0.1
H -0.655 -1.771 -3.475 0.0 0.0 0.0
H -1.641 -4.339 -3.104 0.0 0.0 -0.1
H -2.078 -3.235 -4.400 0.1 0.0 0.0
H -3.571 -3.568 -1.784 -0.1 0.0 0.0
H -4.073 -4.167 -3.361 0.0 0.0 0.1
H -5.016 -1.889 -2.371 -0.1 0.0 0.0
H -4.726 -2.047 -4.103 -0.1 0.0 0.0
H -3.803 0.061 -2.745 0.0 0.1 -0.1
H -2.863 -0.634 -4.066 0.0 0.1 -0.1
H -2.513 -1.348 -1.117 0.0 0.1 0.2
H -1.513 -0.220 -1.982 0.0 0.0 0.1
H -0.862 -4.918 -1.195 0.0 0.1 -0.1
H 1.489 -4.846 -0.088 0.0 -0.1 0.0
H 0.244 -5.806 0.692 0.0 0.0 -0.1
H 0.761 -2.905 1.422 0.1 0.1 0.0
H 1.547 -4.244 2.265 0.0 0.1 0.0
H -0.754 -3.234 3.150 0.0 0.0 0.1
H -0.451 -4.975 3.259 0.0 0.1 0.1
H -2.720 -4.044 2.224 -0.1 -0.1 0.0
H -1.961 -5.480 1.532 0.0 0.0 0.0
H -1.647 -2.601 0.578 -0.2 0.0 0.0
H -2.657 -3.830 -0.178 0.0 0.1 0.0
N -2.431 -0.648 1.025 1.0 0.2 -0.9
C -3.281 -0.649 2.029 0.0 0.3 0.3
C -4.377 -1.570 1.984 0.0 -0.2 -0.1
C -5.327 -1.622 2.973 -0.2 -0.2 0.1
C -5.268 -0.778 4.077 -0.4 -0.1 0.4
C -4.207 0.120 4.162 -0.2 0.0 0.2
C -3.248 0.179 3.188 0.4 0.4 0.1
H -4.439 -2.238 1.134 0.0 0.0 -0.1
H -6.136 -2.349 2.887 0.1 0.1 0.0
H -6.021 -0.826 4.855 0.0 0.0 0.0
H -4.147 0.789 5.016 0.1 0.0 0.0
H -2.418 0.881 3.281 -0.1 -0.1 0.0